(1)
Below is a structure of composition C3H9BrGdN2P at a distorted geometry, with properties calculated with ωB97M-V with the def2-TZVPD basis set.

Output
Charge   +2
Frontier orbital gap (alpha / beta)   0.28908 / 0.23083 hartree
HOMO level (alpha / beta)   -0.61684 / -0.58814 Ha
Lowest unoccupied orbital energy (alpha / beta)   -8.92 / -9.72 eV
2S+1   8

Geometry as XYZ:
```
17
C3H9BrGdN2P | the OMol25 dataset | ωB97M-V with the def2-TZVPD basis set
N 2.037 -2.136 0.357
P 2.079 -0.548 -0.092
N 0.919 0.286 0.985
C 0.100 1.327 0.255
C -1.013 0.732 -0.792
C -1.550 -0.780 -0.449
Br -3.025 -0.733 0.953
H 1.345 -2.186 1.162
H 1.724 -0.500 -1.495
H 3.443 -0.087 0.029
H -0.443 1.985 1.087
H 0.809 2.044 -0.358
H -1.967 1.445 -0.716
H -0.622 0.809 -1.900
H -0.688 -1.537 -0.135
H -2.022 -1.255 -1.437
Gd -1.125 1.134 2.545
```

(2)
Below is the ion C4H8NO2S with charge -1 at a distorted geometry, with properties calculated with ωB97M-V with the def2-TZVPD basis set.

Output
ΔE to the lowest compared entry with this formula, charge and spin   89.6 kcal/mol
Charge   -1
Frontier orbital gap   0.26210 hartree
HOMO level   -0.13032 Ha
SMILES string   C=NSO[C@@H]([O-])CC
Lowest unoccupied orbital energy   3.59 eV
2S+1   1

Geometry as XYZ:
```
16
C4H8NO2S | the OMol25 dataset | ωB97M-V with the def2-TZVPD basis set
C 4.065 0.517 -0.227
N 2.829 0.490 0.049
S 2.039 -0.877 0.347
O 0.580 -0.266 0.601
C -0.579 -0.834 -0.408
O -1.008 -1.950 -0.135
C -1.661 0.362 -0.240
C -2.837 0.166 0.708
H 4.685 1.478 -0.364
H 4.768 -0.313 -0.427
H -0.098 -0.758 -1.484
H -1.221 1.330 -0.011
H -2.097 0.440 -1.360
H -3.704 0.893 0.637
H -2.325 0.158 1.739
H -3.436 -0.836 0.575
```

(3)
Below is a cluster of 16 separate species, C47H106NO22S in total at a distorted geometry, with properties calculated with ωB97M-V with the def2-TZVPD basis set.

Output
ΔE to the lowest compared entry with this formula, charge and spin   0.0 kcal/mol
Charge   +1
Frontier orbital gap   0.27206 hartree
HOMO level   -0.40767 Ha
Lowest unoccupied orbital energy   -3.69 eV
2S+1   1

Geometry as XYZ:
```
177
C47H106NO22S | the OMol25 dataset | ωB97M-V with the def2-TZVPD basis set
C 2.410 -3.004 2.347
C 1.191 -2.125 2.069
C 0.161 -2.915 1.215
C -0.792 -2.079 0.403
C -1.785 -1.282 1.028
C -1.815 -1.244 2.541
O -3.106 -1.094 3.111
C -3.087 -0.166 4.165
C -3.043 1.283 3.844
O -3.102 -0.574 5.266
C -2.651 -0.563 0.203
C -3.760 0.317 0.729
O -3.653 1.500 0.709
O -4.880 -0.227 1.188
C -5.173 -1.593 0.857
C -6.581 -1.930 1.344
C -6.602 -3.314 2.013
S -8.173 -4.147 1.601
C -2.538 -0.603 -1.190
C -3.421 0.185 -2.122
O -2.659 1.099 -2.927
C -2.045 2.092 -2.158
C -0.665 2.044 -1.983
C -0.018 3.008 -1.213
C -0.760 4.025 -0.620
C -2.142 4.103 -0.815
C -2.766 3.132 -1.591
C -1.547 -1.398 -1.720
N -0.703 -2.102 -0.949
C 0.353 -2.863 -1.675
C 1.723 -2.222 -1.490
C 1.676 -0.707 -1.595
C 3.016 -0.113 -2.023
C 4.233 -0.652 -1.289
C 4.222 -0.245 0.206
C 5.348 0.705 0.541
C 5.261 1.324 1.942
O 3.946 1.247 2.528
C 3.059 2.110 2.055
C 1.684 1.871 2.628
O 3.296 2.968 1.242
H 2.149 -3.858 2.963
H 3.179 -2.403 2.821
H 2.836 -3.346 1.406
H 1.507 -1.250 1.505
H 0.746 -1.828 3.007
H 0.674 -3.661 0.627
H -0.466 -3.472 1.910
H -1.392 -2.152 2.947
H -1.153 -0.442 2.872
H -4.008 1.634 3.487
H -2.729 1.836 4.714
H -2.325 1.490 3.054
H -5.154 -1.725 -0.222
H -4.482 -2.279 1.333
H -6.885 -1.205 2.090
H -7.281 -1.960 0.516
H -6.580 -3.204 3.090
H -5.788 -3.954 1.690
H -7.954 -5.336 2.174
H -3.963 -0.456 -2.809
H -4.167 0.763 -1.585
H -0.088 1.264 -2.452
H 1.053 2.949 -1.099
H -0.256 4.759 -0.009
H -2.697 4.897 -0.345
H -3.841 3.180 -1.727
H -1.423 -1.425 -2.790
H 0.126 -2.840 -2.733
H 0.389 -3.888 -1.327
H 2.398 -2.603 -2.251
H 2.169 -2.486 -0.538
H 1.380 -0.275 -0.637
H 0.935 -0.387 -2.323
H 3.030 0.972 -1.935
H 3.128 -0.336 -3.082
H 5.097 -0.178 -1.751
H 4.395 -1.721 -1.402
H 3.250 0.188 0.431
H 4.381 -1.158 0.776
H 6.273 0.150 0.512
H 5.431 1.522 -0.170
H 5.605 2.352 1.949
H 5.916 0.781 2.614
H 1.131 2.793 2.544
H 1.243 1.060 2.051
H 1.801 1.550 3.658
C 3.864 -0.332 -6.012
O 4.316 -1.235 -5.007
H 2.916 0.087 -5.682
H 4.579 0.481 -6.157
H 3.712 -0.850 -6.962
H 5.154 -1.604 -5.308
C 2.119 -3.777 -6.106
O 2.053 -3.942 -4.689
H 1.189 -4.152 -6.524
H 2.235 -2.724 -6.369
H 2.952 -4.350 -6.513
H 2.886 -3.613 -4.332
C -0.420 1.798 5.857
O -0.714 2.620 4.728
H 0.243 1.001 5.525
H 0.083 2.374 6.637
H -1.327 1.350 6.271
H -1.290 3.331 5.026
C -5.238 1.648 -5.427
O -5.324 1.468 -4.017
H -6.170 1.299 -5.863
H -5.102 2.702 -5.679
H -4.410 1.068 -5.845
H -4.494 1.773 -3.634
C -11.980 -3.027 0.172
O -12.028 -4.423 0.462
H -12.987 -2.689 -0.053
H -11.602 -2.472 1.035
H -11.341 -2.840 -0.696
H -11.130 -4.702 0.657
C -3.812 6.937 2.228
O -3.128 7.523 1.120
H -3.084 6.394 2.825
H -4.279 7.705 2.850
H -4.577 6.239 1.879
H -3.780 7.999 0.599
C 9.264 -0.792 -1.098
O 7.930 -1.244 -0.832
H 9.243 0.294 -1.115
H 9.948 -1.122 -0.315
H 9.608 -1.161 -2.066
H 7.949 -2.207 -0.830
C -6.991 2.936 1.623
O -5.621 3.103 1.968
H -7.542 3.784 2.022
H -7.121 2.912 0.537
H -7.397 2.017 2.056
H -5.131 2.349 1.612
C -14.586 -2.461 -2.744
O -14.038 -1.349 -2.040
H -14.278 -3.365 -2.224
H -15.678 -2.415 -2.759
H -14.212 -2.498 -3.771
H -14.309 -0.549 -2.498
C -0.866 6.673 4.085
O -0.227 5.837 5.049
H -1.893 6.824 4.408
H -0.371 7.644 4.019
H -0.871 6.203 3.098
H 0.681 5.705 4.764
C 5.702 -4.951 -6.821
O 5.774 -3.539 -6.625
H 5.406 -5.406 -5.879
H 4.956 -5.181 -7.584
H 6.670 -5.355 -7.124
H 6.027 -3.142 -7.463
C 6.084 4.240 -0.577
O 5.528 5.320 0.163
H 7.090 4.514 -0.881
H 6.110 3.354 0.057
H 5.479 4.037 -1.466
H 4.641 5.051 0.423
C 6.824 -2.719 2.589
O 7.232 -1.474 2.022
H 6.751 -2.586 3.664
H 5.850 -3.030 2.206
H 7.561 -3.500 2.380
H 7.308 -1.602 1.067
C 9.726 4.778 0.803
O 9.946 3.431 1.222
H 9.893 4.826 -0.270
H 8.698 5.077 1.023
H 10.420 5.455 1.305
H 9.798 3.392 2.170
C 6.131 -6.414 2.766
O 5.564 -5.290 3.437
H 7.134 -6.136 2.452
H 6.196 -7.277 3.432
H 5.545 -6.682 1.883
H 4.679 -5.538 3.719
```

(4)
Below is a structure of composition C5H8O3 at a distorted geometry, with properties calculated with ωB97M-V with the def2-TZVPD basis set.

Output
ΔE to the lowest compared entry with this formula, charge and spin   204.8 kcal/mol
Frontier orbital gap   0.34849 hartree
HOMO level   -0.34437 Ha
Lowest unoccupied orbital energy   0.11 eV
2S+1   1

Geometry as XYZ:
```
16
C5H8O3 | the OMol25 dataset | ωB97M-V with the def2-TZVPD basis set
C -0.251 -0.882 -2.410
C -0.349 -0.004 -1.186
C 0.669 -0.458 1.028
C 1.231 0.841 1.296
C -0.753 0.212 1.361
H -0.112 -1.930 -2.368
H -0.047 1.226 -1.614
H -1.411 0.431 -0.845
H 0.996 -1.380 1.791
H 1.453 1.180 0.307
H 1.817 0.924 2.232
H -1.445 -0.515 2.327
H -1.340 0.290 0.203
O -0.914 -0.555 -3.426
O 0.509 -0.823 -0.243
O -0.053 1.442 1.547
```

(5)
Below is a cluster of 2 separate species, C4H9BN2 in total at a distorted geometry, with properties calculated with ωB97M-V with the def2-TZVPD basis set.

Output
ΔE to the lowest compared entry with this formula, charge and spin   128.7 kcal/mol
Frontier orbital gap   0.29359 hartree
HOMO level   -0.27153 Ha
Lowest unoccupied orbital energy   0.60 eV
2S+1   1

Geometry as XYZ:
```
16
C4H9BN2 | the OMol25 dataset | ωB97M-V with the def2-TZVPD basis set
B -0.374 1.091 -1.134
C -2.594 0.260 0.051
C -1.507 -0.570 0.664
C 2.266 0.377 0.498
C 2.038 -0.892 -0.392
N -1.220 0.492 -0.268
N 1.831 0.464 -0.883
H -0.248 1.705 -2.032
H -3.323 -0.130 -0.637
H -3.081 1.004 0.804
H -1.177 -0.341 1.731
H -1.558 -1.489 0.301
H 1.632 0.507 1.460
H 3.235 0.529 0.845
H 2.890 -1.504 -0.763
H 1.189 -1.504 -0.245
```

E
In order: -106380.5823; -20696.1647; -107816.2063; -11448.6381; -7945.0604
Unit: eV